{
  "formula": "C10H22BF19N2O4P2",
  "method": "ωB97M-V/def2-TZVPD",
  "symbols": ["C", "C", "O", "N", "H", "H", "C", "H", "H", "H", "H", "H", "H", "C", "C", "O", "N", "H", "H", "C", "H", "H", "H", "H", "H", "H", "C", "O", "O", "C", "F", "F", "F", "C", "C", "H", "H", "H", "H", "H", "H", "P", "F", "F", "F", "F", "F", "F", "P", "F", "F", "F", "F", "F", "F", "B", "F", "F", "F", "F"],
  "coordinates": [[-2.31649, -34.35693, -6.39064], [-2.25758, -35.78337, -6.98342], [-1.66081, -36.00552, -8.07405], [-2.78346, -36.87191, -6.10372], [-3.23821, -36.46075, -5.30107], [-3.51111, -37.34086, -6.62402], [-1.73158, -37.95604, -5.66622], [-3.28405, -34.22955, -5.90515], [-2.26899, -33.68374, -7.24660], [-1.44263, -34.05721, -5.81217], [-2.34634, -38.66747, -5.11483], [-0.97281, -37.49860, -5.03131], [-1.31722, -38.39041, -6.57601], [-4.18800, -33.90674, -10.12393], [-4.79824, -35.26279, -10.38736], [-4.23412, -36.32716, -10.64620], [-6.37472, -35.19933, -10.49207], [-6.58760, -34.35654, -11.00635], [-6.62445, -35.97517, -11.08855], [-7.04454, -35.23922, -9.05294], [-3.10784, -33.91954, -9.97835], [-4.62062, -33.55329, -9.18797], [-4.34783, -33.08594, -10.82310], [-6.79815, -34.38165, -8.42686], [-6.68069, -36.15117, -8.57960], [-8.12486, -35.27316, -9.19383], [-0.83595, -31.97205, -2.68899], [0.00386, -33.00635, -3.29954], [-0.00647, -31.08251, -2.04485], [-1.84874, -31.36028, -3.79251], [-1.26027, -30.77672, -4.87522], [-2.68824, -32.32641, -4.23271], [-2.72880, -30.53661, -3.21233], [0.49318, -34.10869, -2.54558], [1.18186, -35.12004, -3.55466], [1.38761, -36.02930, -2.98985], [0.44578, -35.28960, -4.34051], [2.08560, -34.74459, -4.03464], [-0.19302, -34.69133, -1.93096], [1.24838, -33.62707, -1.92444], [-1.43699, -32.42034, -1.89786], [-3.93891, -36.21596, -2.61746], [-4.85091, -35.16087, -3.37158], [-3.56353, -34.97201, -1.65272], [-5.10983, -36.66598, -1.59085], [-2.90091, -37.02169, -1.61744], [-4.22363, -37.58067, -3.41401], [-2.62567, -35.86242, -3.45644], [-5.56180, -31.50553, -6.90753], [-5.79046, -29.87935, -7.28103], [-4.14120, -31.46343, -7.74518], [-4.77726, -31.08257, -5.52768], [-5.36170, -33.06989, -6.54975], [-6.97343, -31.74970, -6.11059], [-6.19276, -32.01940, -8.29424], [-5.38625, -38.34777, -7.33791], [-6.43448, -38.70326, -8.10843], [-4.69339, -39.44291, -6.89504], [-4.51535, -37.49819, -8.03714], [-5.78773, -37.65353, -6.25659]],
  "forces_ev_per_angstrom": [[-0.79, -1.00, -1.37], [3.63, 1.21, -2.95], [-2.84, -0.12, 4.44], [1.92, -0.40, -0.43], [0.04, 0.19, 0.79], [-0.62, -0.52, -0.74], [-1.26, 0.90, -0.34], [0.29, 0.32, 0.44], [-0.25, -0.03, -0.08], [-0.17, -0.62, 0.55], [0.27, -0.01, -0.01], [-0.25, 0.08, -0.12], [-0.13, 0.16, 0.13], [0.04, -0.18, 1.04], [2.48, -2.36, -1.94], [-2.68, 3.79, 1.05], [1.18, 0.11, 1.85], [-0.27, 0.54, 0.14], [-0.32, -0.63, 0.22], [0.05, -0.50, -0.79], [-0.11, -0.68, -0.02], [-0.05, 0.26, 0.25], [-0.64, -0.43, -0.44], [0.40, 0.25, -0.53], [-0.05, -0.04, -0.14], [0.18, -0.09, -0.14], [2.39, -0.78, -0.72], [-2.31, 0.98, -0.95], [-1.33, -0.19, -0.67], [-1.08, -1.06, -0.08], [-0.33, -0.50, 1.48], [1.48, -0.36, -0.18], [1.25, 1.01, 0.30], [1.82, -0.01, -0.66], [-1.05, 1.19, 0.89], [0.04, -0.09, -0.24], [0.00, -0.34, 0.01], [-0.01, 0.16, 0.27], [-0.65, 0.46, -0.18], [0.22, -0.59, 0.54], [-0.57, -0.01, 0.21], [0.53, -0.12, 5.53], [-0.44, -1.28, -1.67], [0.03, 1.25, 0.67], [-0.60, 0.49, -0.53], [0.27, -1.26, -0.29], [0.13, 0.89, -1.43], [0.40, 0.11, -2.37], [0.89, 0.65, 1.56], [-0.42, -2.28, 0.49], [0.02, 0.02, 0.60], [-0.83, -0.09, -1.21], [1.50, -1.00, -0.13], [0.13, 1.93, -0.77], [-1.34, 0.48, -1.02], [0.04, -0.65, 0.44], [-1.41, -0.31, -1.49], [1.12, -1.20, 0.08], [0.93, 0.78, -1.14], [-0.85, 1.51, 1.83]],
  "charge": -1,
  "homo_lumo_gap_ha": [0.34714, 0.30091],
  "multiplicity": 2,
  "e_tot_ev": -92799.8420,
  "homo_energy_ha": [-0.311, -0.308],
  "lumo_ha": [0.0360, -0.0066],
  "max_force_ev_per_a": 5.559,
  "s_squared": 0.75,
  "molar_mass_da": 668.02
}